The following is a quantum chemistry calculation of 2 unconnected molecules or ions with the total composition C7H13NO, from the Open Molecules 2025 dataset.

Output
Lowest unoccupied orbital energy = 0.8 eV
Charge = 0
DFT total energy = -404.3701 hartree
Energy relative to the best compared isomer or geometry (same formula, charge and spin) = 413.3 kJ/mol
Kohn-Sham gap = 7.9175 eV
M = 127.2 g mol⁻¹

XYZ file:
```
22
Properties=species:S:1:pos:R:3:forces:R:3
C 1.4201 1.8831 1.0449 -0.5 0.0 -0.2
N 0.8489 0.6019 -1.5938 -0.2 0.1 -0.4
H 1.5521 1.3212 -1.7124 0.1 0.0 0.5
H 0.9958 -1.2294 1.7647 0.0 0.0 0.0
C -1.9833 0.5898 1.0904 0.4 0.5 0.7
H 2.3785 2.1023 0.5671 0.1 0.0 0.0
H -0.6457 -3.1600 -1.0596 0.0 0.1 -0.1
H -0.9323 0.6694 1.5133 -0.9 0.0 -0.2
H 0.6751 2.5319 0.5928 -0.1 0.2 -0.1
O 1.2928 -0.3292 1.9380 0.0 -0.1 0.4
C -1.1348 -1.1530 -0.5491 -3.1 0.0 0.2
C -1.0016 -2.2396 -1.5343 0.6 0.0 0.0
H -2.2060 1.5682 0.6690 -0.2 0.0 -0.1
C 0.8804 -0.1665 -0.3952 2.1 1.7 1.2
H -0.2922 -1.9646 -2.3170 0.0 -0.1 -0.1
C 1.0536 0.4498 0.8307 0.7 -1.1 -1.6
H 1.3273 -1.1577 -0.4796 -0.6 -0.2 0.2
H 0.8580 0.0616 -2.4503 -0.2 -0.1 0.3
C -1.9204 -0.4484 0.1053 1.8 -1.0 -0.7
H -2.7039 0.3745 1.8842 0.2 0.1 0.0
H -1.9607 -2.4328 -2.0125 0.0 0.0 0.1
H 1.4984 2.1275 2.1033 -0.1 -0.1 0.0
```
Forces are in eV/Å.



The following is a quantum chemistry calculation of a single C7H13NO molecule, from the Open Molecules 2025 dataset.

Output
Lowest unoccupied orbital energy = 0.8 eV
Charge = 0
DFT total energy = -404.3783 hartree
Energy relative to the best compared isomer or geometry (same formula, charge and spin) = 391.7 kJ/mol
Kohn-Sham gap = 8.5280 eV
M = 127.2 g mol⁻¹

XYZ file:
```
22
Properties=species:S:1:pos:R:3:forces:R:3
H 1.0001 -1.3849 -1.2264 -0.1 -0.1 0.1
N 0.6960 -1.1211 0.8302 0.1 -0.5 0.2
H -1.6591 -0.5846 2.1651 0.1 -0.1 -0.1
H 1.7560 2.7005 -0.3190 0.1 -0.1 0.1
C -0.6681 -0.7657 0.2709 1.3 -0.7 0.1
C -0.3192 0.9547 -1.0768 2.8 2.0 -1.0
C 1.0119 -0.6377 -0.4375 -2.2 -0.6 0.6
H -2.4110 -1.6716 -0.6038 0.1 0.1 0.0
H -0.9169 0.9329 1.5991 -0.1 0.0 0.0
H -2.4004 0.3521 0.8582 0.1 0.1 0.0
H 0.9514 -0.4605 1.5613 -0.1 0.0 -0.1
H 1.5024 1.6756 1.0663 -0.1 -0.1 -0.1
O -0.7461 2.0237 -0.6545 -0.4 -1.2 0.3
H -0.9058 -2.4324 -1.1068 0.0 0.0 0.1
H 1.8197 0.6844 -1.8632 0.1 0.0 0.1
H 3.0305 1.5516 0.1968 0.0 0.1 -0.1
C 1.3682 0.6832 -0.8739 -1.8 1.2 -0.4
C 1.9554 1.7000 0.0732 0.0 0.1 0.0
C -1.4486 0.0343 1.2855 0.1 0.4 -0.3
H -0.6643 0.4635 -1.9942 -0.3 -0.4 0.4
H -1.5363 -2.7333 0.5106 0.0 0.1 0.0
C -1.4158 -1.9649 -0.2608 0.1 -0.1 0.0
```
Forces are in eV/Å.



The following is a quantum chemistry calculation of 3 unconnected molecules or ions with the total composition C7H13NO, from the Open Molecules 2025 dataset.

Output
Lowest unoccupied orbital energy (spin up / spin down) = 0.7 / 0.7 eV
Charge = 0
DFT total energy = -404.3329 hartree
Energy relative to the best compared isomer or geometry (same formula, charge and spin) = 510.9 kJ/mol
Kohn-Sham gap (spin up / spin down) = 7.3982 / 7.3968 eV
M = 127.2 g mol⁻¹

XYZ file:
```
22
Properties=species:S:1:pos:R:3:forces:R:3
H -0.6479 1.0368 -1.2587 0.1 -0.1 -0.1
H -1.8101 -0.8054 -0.1126 0.0 0.0 0.0
H -0.2863 -1.1396 -3.0825 -0.1 -0.1 0.0
C 0.1553 -0.0718 0.3862 1.2 -3.2 -1.8
N -1.4816 2.1556 1.7730 -0.5 -0.5 -0.3
H -1.6303 -0.1135 1.5061 0.1 -0.1 -0.2
C 0.1678 -1.8574 -2.3961 -0.3 0.5 -0.1
C -1.1396 -0.7287 0.7426 -0.1 -0.1 0.0
H -0.2753 3.3976 0.6200 -0.3 -0.1 0.0
H 0.8927 -0.5013 2.3872 -0.3 0.2 -0.1
H 0.7660 -2.5699 -2.9701 0.1 0.2 0.2
H 1.9938 -0.8928 1.1202 0.1 0.1 -0.2
C 1.0215 -1.0930 -1.4026 0.3 -1.2 2.1
H -1.9010 2.9769 2.2279 0.6 0.0 0.0
H 1.7646 0.7881 1.5458 -0.1 0.1 0.0
C 0.1470 0.9874 -0.5247 -2.0 4.1 2.7
C 1.2405 -0.1566 1.4133 0.5 -0.2 0.0
H -0.6334 -2.3790 -1.8713 0.0 0.1 0.0
C -0.6623 2.3851 0.8542 1.1 0.0 -1.8
O 2.2137 -1.1982 -1.3795 -0.5 0.5 -0.1
H 1.0756 1.4965 -0.7488 0.0 -0.1 -0.1
H -0.9707 -1.7168 1.1705 0.0 -0.1 -0.1
```
Forces are in eV/Å.



- Number 1 is which compound?
  C7H13NO